[1]
103
Properties=species:S:1:pos:R:3:lowdin_charge:R:1 method="wB97M-V/def2-TZVPD" relative_energy_kcal_mol=73.8 homo_ev=-6.77 homo_lumo_gap_ev=7.0
In 12.68222 11.84486 9.14919 0.65
O 15.10369 13.59801 6.69111 -0.09
C 16.02935 13.45196 7.76234 -0.23
C 16.50458 14.77684 8.41690 -0.54
C 17.24475 15.64050 7.39757 -0.25
O 16.49914 16.11128 6.31994 -0.04
C 17.47616 14.38931 9.60668 -0.45
Se 16.61602 14.09048 11.33851 0.61
C 15.29914 15.56014 8.88708 -0.43
Se 14.54001 14.80263 10.56619 0.55
H 14.22991 13.21468 6.87307 0.04
H 16.90420 12.87123 7.45566 0.11
H 15.54072 12.77190 8.58414 0.10
H 18.08582 15.09444 7.02186 0.12
H 17.63658 16.51095 7.88455 0.12
H 15.92133 15.35967 5.99102 0.11
H 18.24460 15.15881 9.70319 0.07
H 17.98585 13.46607 9.35260 0.03
H 14.57696 15.42698 7.99679 0.11
H 15.57262 16.56372 8.99860 0.06
C 8.50321 6.50287 11.29187 -0.08
O 9.67720 6.62891 12.11259 -0.08
C 10.28126 7.86790 12.09008 -0.26
C 10.98444 8.23223 13.26916 -0.02
C 11.68722 9.39565 13.29400 -0.04
C 11.69591 10.26697 12.16510 -0.10
C 12.38048 11.50839 12.37834 -0.40
C 12.93485 12.01215 13.72855 0.00
O 12.68432 12.23289 11.40867 -0.25
C 10.94614 9.91375 10.93522 -0.35
O 10.92489 10.62630 9.85942 -0.24
C 10.22465 8.69290 10.97956 0.05
H 8.04131 5.50566 11.39330 0.10
H 8.65818 6.68423 10.23039 0.07
H 7.75826 7.20200 11.63590 0.09
H 11.07305 7.59780 14.13220 0.11
H 12.19616 9.72918 14.18077 0.10
H 12.29532 11.76099 14.65108 0.11
H 13.14092 13.07236 13.62101 0.08
H 13.90487 11.56084 13.92674 0.07
H 9.71249 8.29947 10.09789 0.11
C 19.06718 8.23519 6.26448 -0.09
C 17.91009 7.76620 7.08949 -0.28
C 16.60786 8.34119 6.65755 -0.18
C 16.47554 9.85022 7.03997 -0.15
N 16.67329 10.17725 8.44777 -0.02
C 15.76219 9.89650 9.44322 -0.66
Se 14.16392 9.01441 9.16202 0.69
N 16.40606 10.13142 10.62440 0.01
C 15.75574 10.16694 11.94339 -0.15
C 16.24742 9.14599 12.92096 -0.18
C 15.80111 7.68332 12.65652 -0.27
C 16.56624 6.87537 11.60388 -0.12
C 17.69010 10.63343 10.37727 -0.15
C 18.77630 10.95660 11.23018 -0.01
C 19.89394 11.39518 10.58706 -0.11
C 20.03219 11.44585 9.21483 -0.08
C 18.97942 11.09945 8.41561 -0.03
C 17.84183 10.63448 9.01309 -0.20
H 19.93436 7.81318 6.70012 0.07
H 19.09861 9.29277 6.30943 0.03
H 18.99196 7.94511 5.21061 0.09
H 18.07853 7.87320 8.17351 0.12
H 17.82996 6.73532 6.86414 0.10
H 15.68981 7.87673 7.03425 0.06
H 16.57637 8.30222 5.52356 0.14
H 15.47245 10.22603 6.85096 0.10
H 17.17733 10.50413 6.51813 0.11
H 14.74903 10.08160 11.76768 0.06
H 16.00589 11.15965 12.34929 0.10
H 15.94555 9.47474 13.89943 0.10
H 17.35737 9.12636 12.97474 0.11
H 14.72205 7.75727 12.40904 0.10
H 15.80658 7.08668 13.60669 0.11
H 16.51146 7.48611 10.62581 0.06
H 16.01620 5.94725 11.38527 0.07
H 17.61462 6.62475 12.01714 0.10
H 18.60252 11.03415 12.35481 0.14
H 20.77555 11.72740 11.17876 0.12
H 20.92642 11.86749 8.77143 0.11
H 19.03043 11.18926 7.37161 0.10
C 11.70050 17.36419 8.76424 -0.22
C 11.43314 16.84369 10.14545 -0.48
Sb 10.72895 14.84408 10.08672 1.37
C 10.44418 14.49156 12.21181 -0.41
C 9.04911 14.75081 12.65402 -0.22
C 8.79740 15.41174 9.46278 -0.47
C 8.09868 16.50365 10.26826 -0.21
H 11.96863 18.51546 8.76270 0.11
H 10.88882 17.38979 8.00649 0.06
H 12.47148 16.86667 8.20870 0.03
H 10.63791 17.33589 10.72354 0.03
H 12.39966 16.74979 10.68874 0.01
H 11.17993 15.14189 12.78677 0.09
H 10.75616 13.48266 12.36932 0.00
H 8.88576 15.81463 12.58070 0.05
H 8.86915 14.53984 13.74866 0.09
H 8.28241 14.24602 12.13775 0.05
H 8.10652 14.57791 9.34862 0.05
H 8.94382 15.69515 8.41746 0.04
H 7.41650 16.20310 11.03502 0.04
H 7.40944 17.03780 9.52797 0.09
H 8.78237 17.23698 10.69545 0.04

***

[2]
117
Properties=species:S:1:pos:R:3:lowdin_charge:R:1 method="wB97M-V/def2-TZVPD" homo_ev=-9.31 homo_lumo_gap_ev=7.7
C 2.86466 2.65275 -2.45321 0.03
B 3.87603 1.53889 -2.04131 -0.40
O 4.97746 1.21626 -2.82253 0.12
C 3.62363 0.79600 -0.66117 0.06
C 2.62701 -0.07825 -0.47959 -0.06
C 1.60327 -0.59885 -1.41211 -0.09
C 0.21474 0.03527 -1.16408 -0.27
C -0.28665 0.71820 -2.45010 -0.62
I -1.77845 2.14120 -1.91865 1.01
C 2.70161 -0.45237 0.98104 -0.39
O 1.80637 -0.82723 1.67875 0.16
O 3.96251 -0.18561 1.41066 0.14
C 4.34084 0.93081 0.62948 -0.36
O 5.05104 1.77247 1.06266 0.19
H 2.53802 2.58225 -3.49035 0.09
H 1.97434 2.60259 -1.82601 0.06
H 3.31113 3.63011 -2.23340 0.06
H 4.78430 0.54342 -3.48613 0.13
H 1.90004 -0.42514 -2.44574 0.12
H 1.52544 -1.68023 -1.29772 0.13
H -0.52449 -0.72412 -0.92417 0.11
H 0.24182 0.77683 -0.36966 0.07
H -0.68062 -0.01337 -3.14685 0.03
H 0.53698 1.23843 -2.92476 0.02
O 3.12010 5.44586 -1.06754 -0.04
H 3.14375 6.36803 -1.34530 0.06
H 3.99992 5.28442 -0.70858 0.05
O -2.47983 -1.44959 -3.47367 -0.08
H -3.22958 -0.95854 -3.11293 0.00
H -2.89552 -2.10797 -4.04527 0.02
O 0.97972 -3.48594 0.81501 -0.04
H 1.33152 -2.60047 0.95953 0.00
H 1.74984 -4.06283 0.71288 0.02
O -4.92614 -2.46218 -4.00341 -0.06
H -5.61579 -2.71502 -4.62647 0.02
H -4.97522 -3.14382 -3.31953 0.03
O -1.72057 -3.95585 1.78484 -0.05
H -1.56211 -4.66542 2.41819 0.06
H -0.83609 -3.59152 1.61880 0.02
O 7.15745 -0.39052 -1.68000 -0.05
H 6.41936 0.15620 -1.98518 -0.01
H 7.16647 -0.29605 -0.72289 0.03
O 3.58840 -5.00643 0.50731 -0.05
H 4.03980 -5.71599 0.03243 0.03
H 4.21991 -4.27999 0.52724 0.05
O -2.12605 -3.67260 -1.45995 -0.07
H -2.52512 -2.92860 -1.93387 -0.01
H -2.53209 -3.64537 -0.58393 -0.02
O -4.15047 2.56663 -4.75958 -0.09
H -3.58267 2.28596 -4.03068 -0.09
H -5.02262 2.64468 -4.36005 0.04
O -2.18814 3.71733 1.04603 -0.12
H -1.63897 3.29542 1.71697 -0.01
H -3.02661 3.87168 1.49046 0.04
O 1.67280 2.58366 1.62168 -0.02
H 1.83013 1.87867 2.26128 0.04
H 2.51289 3.05900 1.57783 0.06
O -1.96018 1.75156 3.28062 -0.06
H -2.19386 1.81436 4.22163 0.02
H -1.77811 0.81685 3.15091 0.05
O -3.79787 0.35375 4.98357 -0.05
H -4.48909 0.09289 4.36650 0.05
H -3.77421 -0.36014 5.62883 0.04
O -4.18955 -0.54701 -1.20791 -0.07
H -4.99474 -0.02278 -1.26177 0.05
H -4.00909 -0.61852 -0.26550 0.04
O -1.26155 2.39058 6.17273 -0.04
H -1.18726 3.32152 5.92700 0.04
H -0.34972 2.11209 6.30241 0.04
O -2.77643 -2.36032 4.28769 -0.05
H -2.35973 -3.04892 3.75213 0.02
H -2.13195 -1.64659 4.29147 0.03
O 5.52174 -1.58420 3.82091 -0.06
H 5.08207 -0.89738 3.31203 -0.01
H 5.05013 -1.57510 4.66067 0.02
O 4.85350 2.20505 3.93369 -0.06
H 4.78167 3.15041 4.09972 0.01
H 5.05878 2.13493 2.99025 -0.01
O -5.40152 0.70944 -6.66055 -0.06
H -5.11720 1.62601 -6.58600 0.03
H -4.58091 0.21945 -6.77138 0.02
O -6.73048 -4.64500 -2.63918 -0.04
H -7.41582 -4.89835 -3.26541 0.04
H -6.76592 -5.32224 -1.95730 0.04
O -3.51191 -4.10713 6.78476 -0.06
H -3.49571 -3.94687 5.83469 0.00
H -3.52042 -3.22414 7.16365 0.02
O -0.11972 3.96638 3.64847 -0.05
H 0.73467 3.56920 3.45404 0.00
H -0.71947 3.20447 3.69487 -0.01
O 3.07076 4.51924 4.54500 -0.04
H 3.26891 4.08044 5.37997 0.06
H 2.11223 4.45816 4.47303 0.02
O 0.52233 5.66229 0.53735 -0.06
H -0.10585 5.33379 1.19396 0.02
H 0.94466 4.87036 0.19004 0.01
O 2.69666 -0.89952 4.70557 -0.04
H 2.68687 -0.83648 3.74259 0.00
H 2.65472 0.01257 5.01005 0.04
O 3.72795 -8.15214 0.04994 -0.05
H 3.97345 -8.57938 0.87650 0.04
H 2.76578 -8.18012 0.04165 0.04
O -7.29600 -1.24793 -5.61436 -0.06
H -8.14691 -1.31632 -6.05611 0.03
H -6.79073 -0.61713 -6.15119 0.00
O -4.17550 -4.41518 0.50099 -0.06
H -4.48793 -5.17136 -0.00415 0.04
H -3.36186 -4.71977 0.92819 0.00
O -3.84575 -1.19962 -8.48391 -0.05
H -4.44675 -1.65381 -9.08240 0.04
H -3.75397 -1.80512 -7.74022 0.04
O 6.93992 2.12295 -5.43724 -0.05
H 6.28746 1.83130 -4.79274 0.00
H 7.33835 1.31047 -5.76419 0.04
O 2.75405 7.01214 2.46492 -0.06
H 2.22278 6.65669 1.73786 0.00
H 2.70022 6.31297 3.12412 -0.01

***

[3]
12
Properties=species:S:1:pos:R:3:nbo_charge:R:1 method="wB97M-V/def2-TZVPD" relative_energy_kcal_mol=111.3 homo_ev=-10.18 homo_lumo_gap_ev=10.9 smiles=C[SiH2]OC(Cl)Cl
C 1.85599 0.77761 -0.18298 -1.12
C -2.18580 -0.00554 0.50499 0.02
O -0.78506 -0.76918 0.62650 -0.93
Si 0.67730 -0.78159 -0.21271 1.43
Cl -3.18155 -1.05346 -0.40844 0.05
Cl -1.89344 1.52863 -0.31756 0.01
H 1.11875 1.66749 -0.25723 0.25
H 2.58171 0.70681 0.67778 0.24
H 2.52898 0.71452 -1.08895 0.24
H -2.41578 -0.06832 1.55700 0.23
H 1.16908 -1.79329 0.69366 -0.19
H 0.52982 -0.92367 -1.59207 -0.23